No. 1
# C7H13NSi

An isolated molecule of C7H13NSi (the ωB97M-V functional and the def2-TZVPD basis, the OMol25 dataset).

The calculation puts the gap between HOMO and LUMO at 10.7494 eV. As for the highest occupied orbital energy: -10.2 eV. As for the SMILES: C/C=C(/C#N)[Si](C)(C)C. The calculation puts the molar mass at 139.27 g/mol. The value obtained for the LUMO energy is 0.021 hartree.

Geometry as XYZ:
```
22
Properties=species:S:1:pos:R:3:forces:R:3:mulliken_charge:R:1
N 3.410432 -2.123826 1.105144 1.46 -1.68 0.43 -0.467
H 0.667347 2.644254 1.515035 0.82 -0.16 -2.14 0.237
H 0.867801 -2.760307 -0.811562 1.15 -2.65 1.72 0.392
H 1.350163 -1.582064 -2.010990 -1.85 -0.91 0.85 0.258
C 1.083577 2.424534 0.426490 1.18 2.29 2.19 -0.972
H -1.853193 1.094138 0.314889 0.13 -0.43 -0.43 0.319
H -1.957580 -2.030863 1.008014 0.53 0.42 -0.11 0.305
C 1.471001 0.068898 0.552791 3.74 -4.04 0.49 -0.018
H -2.182866 0.101803 -1.078873 -3.42 -2.34 -1.79 0.452
Si -0.103751 -0.686216 -0.123045 -1.24 -0.79 0.66 0.383
H -1.185865 1.413640 -1.309480 0.02 -0.60 0.49 0.361
C -0.988293 -1.578289 1.323929 -1.64 1.14 -2.08 -1.289
H 1.710081 3.358025 0.119674 -1.36 -1.53 0.43 0.318
C -1.472367 0.600705 -0.600614 4.10 2.59 1.43 -1.268
H 3.136429 1.537565 0.815890 -2.02 -1.01 -0.21 0.330
H -0.483404 -2.350252 1.748721 1.95 -2.48 0.94 0.476
H 0.204284 2.311934 -0.205541 0.50 -0.21 -0.04 0.216
C 2.039122 1.242605 0.602396 0.40 2.41 -0.06 0.326
H -1.223754 -0.973590 2.163557 -0.27 1.14 0.61 0.403
C 0.463707 -2.034460 -1.386571 1.28 5.09 -1.11 -1.105
C 2.724966 -1.244963 0.898360 -4.54 4.37 -1.26 -0.038
H -0.352138 -2.335365 -1.970523 -0.94 -0.63 -1.02 0.382
```
Forces are in eV/Å.

***

No. 2
# C7H13O

A cluster of 2 separate species, C7H13O in total (the ωB97M-V functional and the def2-TZVPD basis, the OMol25 dataset).

The calculation puts the gap between HOMO and LUMO at 5.7598 eV. As for the highest occupied orbital energy: -2.2 eV. The calculation puts the molar mass at 113.18 g/mol. The value obtained for the LUMO energy is 0.130 hartree. Its net charge is -1.

Geometry as XYZ:
```
21
Properties=species:S:1:pos:R:3:forces:R:3:mulliken_charge:R:1
H -3.469390 -1.706112 -0.540872 -0.13 0.10 -0.26 0.108
H 1.259334 0.323743 1.352540 -0.69 0.61 0.30 0.266
H 1.211521 1.827563 -1.340735 0.06 0.10 -0.05 0.321
H -2.462443 0.446408 -1.397030 0.02 -0.01 -0.01 0.249
H -1.000121 -1.779723 -1.216304 -0.28 -0.01 -0.01 0.253
H 2.715187 1.521436 -0.492197 0.18 0.29 0.17 0.280
H 1.906868 -1.563506 0.505750 0.12 -0.43 -0.26 0.241
C -3.340133 -0.801641 0.115868 0.46 0.21 1.03 -0.512
H -1.901116 0.817773 0.233271 0.00 0.01 0.01 0.300
H 3.240884 0.057642 2.411163 0.18 0.02 -0.12 0.098
C 1.648819 -1.003595 -0.385628 0.50 1.68 1.39 -1.080
C -2.123406 -0.001165 -0.453134 -0.33 -0.24 -0.22 -0.229
C 0.945830 0.589070 0.348540 2.71 -1.63 -0.78 -0.062
O -4.405913 -0.047868 0.358682 -0.28 -0.03 -0.37 -0.861
C 1.656602 1.728743 -0.349046 -0.53 0.11 -0.19 -1.213
H 1.521617 2.690195 0.148927 0.07 -0.04 0.13 0.348
H 2.483479 -0.672511 -0.992362 -0.24 -0.24 -0.30 0.326
H -2.908839 -1.248781 1.066738 0.03 -0.21 -0.08 0.157
H 3.601236 0.099728 1.758476 -0.07 -0.02 0.19 -0.089
C -0.913034 -0.826933 -0.697834 0.51 0.25 -0.59 -0.024
C 0.333013 -0.450467 -0.434816 -2.31 -0.54 0.03 0.124
```
Forces are in eV/Å.

***

No. 3
# C7H13O

The ion C7H13O with charge -1 (the ωB97M-V functional and the def2-TZVPD basis, the OMol25 dataset).

The calculation puts the gap between HOMO and LUMO at 5.7870 eV. As for the highest occupied orbital energy: -2.1 eV. As for the SMILES: C=C(CC)CCC[O-]. The calculation puts the molar mass at 113.18 g/mol. The value obtained for the LUMO energy is 0.134 hartree. Its net charge is -1.

Geometry as XYZ:
```
21
Properties=species:S:1:pos:R:3:forces:R:3:mulliken_charge:R:1
H 1.023768 -2.103644 0.137635 1.34 0.06 -0.30 0.494
C 1.201677 1.031279 0.050272 -1.71 -3.74 0.72 -0.828
H -2.161360 0.182465 -1.412956 0.69 -0.83 1.81 0.279
O 3.097750 0.765625 1.465206 1.82 0.79 3.06 -0.865
H -0.525871 -2.319220 0.835907 -1.43 -0.82 0.54 0.243
H 1.337437 1.955440 -0.252902 1.29 4.90 -1.28 0.649
H -2.462818 -1.254385 -0.477628 -0.29 -1.32 -0.24 0.457
C 0.401002 0.340446 -1.163659 2.13 -1.67 2.42 -0.861
H -2.903910 -0.204523 1.463091 -0.54 -0.91 1.13 0.336
C 0.026639 -1.777815 0.127820 0.20 0.26 -0.05 -1.261
H 1.196992 -0.121518 -1.768788 -0.10 -0.04 0.05 0.371
C 2.649381 0.318112 0.371221 -3.65 0.90 -0.83 0.049
C -2.322595 0.364247 0.804939 3.38 2.15 -0.83 -0.853
H 0.612861 1.134525 1.020805 0.64 -0.60 -1.16 0.081
H 2.328870 -0.730229 0.350428 0.68 -0.80 -0.46 -0.239
C -0.429087 -0.686902 -0.466211 0.86 -0.83 -1.14 0.668
H -2.900276 1.194684 0.432159 -0.29 0.58 0.44 0.232
C -1.845863 -0.393683 -0.433493 -2.70 1.47 -1.63 -0.786
H -0.199302 0.896428 -1.821039 -0.72 1.31 -0.62 0.449
H 3.174809 0.658106 -0.506423 0.95 -0.40 -1.55 0.193
H -1.300114 0.750561 1.243613 -2.52 -0.45 -0.10 0.193
```
Forces are in eV/Å.

***

No. 4
# C7H13O4

A cluster of 2 separate species, C7H13O4 in total (the ωB97M-V functional and the def2-TZVPD basis, the OMol25 dataset).

The calculation puts the gap between HOMO and LUMO (alpha / beta) at 8.6977 / 10.3652 eV. The multiplicity is 2. As for the highest occupied orbital energy (alpha / beta): -8.2 / -10.1 eV. The calculation puts the molar mass at 161.18 g/mol. The value obtained for the LUMO energy (alpha / beta) is 0.017 / 0.010 hartree.

Geometry as XYZ:
```
24
Properties=species:S:1:pos:R:3:forces:R:3:lowdin_spin:R:1
H 1.031341 -1.527443 1.438117 -0.29 0.03 -0.31 0.043
C 2.381920 -0.376911 -2.053156 -0.50 0.49 -0.25 0.001
H -4.319976 -0.162647 0.142354 0.19 -0.06 0.01 0.000
H -1.642967 0.881010 0.016921 -0.18 -0.19 0.10 0.002
C -2.472454 0.867888 0.746778 1.64 1.17 1.39 0.003
C 0.776841 -1.520767 -0.778076 -0.40 -0.06 -0.08 0.126
H 0.035695 -0.855555 -1.273497 0.20 -0.06 0.04 0.030
C -1.113562 2.078370 2.380708 0.61 0.40 0.21 0.001
H 2.367874 -1.116678 -2.875131 0.10 0.11 0.22 0.000
O -2.931512 -1.502034 0.708441 -0.13 0.97 -0.02 0.007
H -3.086770 1.758806 0.519653 0.17 -0.24 0.44 0.000
C 3.754495 0.239158 -1.976072 0.86 -0.79 -0.60 0.000
H -1.219803 2.924026 1.681439 -0.30 -0.42 -0.05 0.000
C 0.357737 -1.784909 0.618675 0.34 -0.61 0.11 0.718
H -0.403866 -2.548273 0.782049 0.13 0.45 0.04 0.038
O -1.880397 0.929635 2.115001 -1.57 -0.45 -2.13 0.004
O 2.057429 -0.931955 -0.813576 0.14 0.08 0.21 0.002
H 1.663439 0.419756 -2.330175 0.14 -0.19 0.00 0.001
O 4.286326 0.773502 -2.918861 -0.41 0.10 0.51 0.000
H 0.777748 -2.451425 -1.380068 -0.01 0.14 0.13 0.022
H -1.407167 2.446304 3.371289 0.16 -0.08 -0.14 0.000
H 4.324643 0.007799 -1.047496 -0.28 0.35 -0.01 0.000
H -0.041898 1.814248 2.394187 -0.29 0.08 0.04 0.000
C -3.295121 -0.361905 0.530492 -0.32 -1.22 0.15 0.001
```
Forces are in eV/Å.

***

No. 5
# C7H13O5Rb

A structure of composition C7H13O5Rb (the ωB97M-V functional and the def2-TZVPD basis, the OMol25 dataset).

The calculation puts the gap between HOMO and LUMO at 6.7511 eV. As for the highest occupied orbital energy: -7.3 eV. The calculation puts the molar mass at 262.64 g/mol. The value obtained for the LUMO energy is -0.018 hartree.

Geometry as XYZ:
```
26
Properties=species:S:1:pos:R:3:forces:R:3:mulliken_charge:R:1
C -14.137175 -19.394934 17.063480 -0.33 0.63 -0.61 -1.079
H -10.968513 -19.689908 10.446258 0.12 0.15 -0.13 0.331
H -10.647893 -19.538890 12.161307 0.07 0.21 0.11 0.281
Rb -13.699349 -15.423028 14.041254 -0.53 0.03 -0.65 0.994
C -16.647758 -13.766453 11.679851 -0.95 -0.53 0.27 0.528
H -17.034903 -12.504048 10.456331 0.16 0.36 -0.18 0.312
C -13.127594 -18.564837 16.296936 0.28 -0.44 0.40 0.681
O -12.327595 -17.457931 12.384482 0.14 0.37 0.22 -0.495
C -12.204240 -18.247777 11.475783 -0.21 -0.09 -0.02 0.717
O -17.854941 -14.045497 11.535423 0.58 0.12 0.01 -0.689
H -13.067003 -18.735124 9.534839 0.17 0.07 0.05 0.371
H -15.080385 -19.387041 16.518305 0.01 -0.03 0.04 0.304
C -13.358113 -18.547579 10.568867 -0.35 -0.19 -0.30 -1.107
O -15.804425 -14.326533 12.416899 0.86 0.04 0.25 -0.675
H -13.840717 -19.470498 10.909830 0.09 0.01 0.08 0.275
H -12.118379 -17.400032 17.719518 0.17 -0.22 0.36 0.310
O -13.331066 -18.161638 15.176871 -0.05 0.30 -0.05 -0.496
O -16.205058 -12.682033 10.919002 -0.03 -0.31 0.13 -0.476
H -13.816532 -20.427892 17.174721 0.20 0.03 0.25 0.338
H -14.275411 -18.896258 18.023741 -0.02 -0.39 0.21 0.343
H -10.136442 -18.222092 11.072107 0.15 -0.13 -0.01 0.293
C -11.862176 -18.245911 17.077827 -0.34 0.02 -0.71 -1.026
C -10.899953 -18.974347 11.263576 -0.28 -0.25 -0.08 -1.004
H -11.576257 -19.135826 17.632935 0.09 0.22 0.37 0.344
H -14.105644 -17.757860 10.598491 0.06 0.05 0.10 0.335
H -11.050601 -17.936059 16.422854 -0.06 -0.03 -0.10 0.291
```
Forces are in eV/Å.

***

No. 6
# C7H14

An isolated molecule of C7H14 (the ωB97M-V functional and the def2-TZVPD basis, the OMol25 dataset).

The calculation puts the gap between HOMO and LUMO at 11.3271 eV. As for the highest occupied orbital energy: -10.1 eV. As for the SMILES: CC(C)CC1CC1. The calculation puts the molar mass at 98.19 g/mol. The value obtained for the LUMO energy is 0.046 hartree.

Geometry as XYZ:
```
21
Properties=species:S:1:pos:R:3:forces:R:3:mulliken_charge:R:1
H 0.846383 1.387317 -0.404755 -0.09 -0.07 -0.06 0.199
H 0.053263 2.082506 -2.627640 -0.13 -0.07 0.09 0.397
C -0.127072 -0.284740 1.427328 0.01 0.14 -0.02 0.096
H 1.524804 0.062828 -2.415160 -0.10 -0.03 0.09 0.409
H -1.380614 -2.093677 1.754422 0.10 0.14 0.06 0.234
H -1.348229 1.009346 -2.510935 0.07 0.07 0.11 0.328
C -0.582858 -1.497541 2.191275 -0.17 -0.05 0.13 -0.694
H -1.553933 0.962301 0.459319 0.10 -0.13 -0.06 0.323
H -0.592061 -1.467360 3.276849 0.01 0.03 -0.17 0.272
C -0.833209 0.184401 0.167980 -0.03 -0.04 0.00 -1.049
H -1.430074 -0.634658 -0.261046 0.13 0.06 0.04 0.317
H 0.135211 -1.008647 -2.177834 0.11 0.09 0.08 0.322
H 0.229012 0.536070 2.049698 -0.03 -0.13 -0.10 0.385
H 1.450513 -0.976749 -0.989054 -0.06 0.13 -0.12 0.343
C 0.738292 -1.515029 1.479382 0.15 -0.11 -0.08 -0.579
H 0.815812 -2.137651 0.593616 -0.06 0.09 0.16 0.291
C -0.647360 1.617380 -1.923929 -0.05 0.04 -0.02 -1.552
C 0.851727 -0.356724 -1.659103 0.07 -0.04 -0.03 -1.478
H 1.650070 -1.466116 2.068611 -0.17 -0.03 -0.08 0.215
C 0.105411 0.751441 -0.912087 0.03 0.02 0.01 0.830
H -1.219765 2.415800 -1.438210 0.09 -0.11 -0.04 0.392
```
Forces are in eV/Å.

***

No. 7
# C7H14

A cluster of 2 separate species, C7H14 in total (the ωB97M-V functional and the def2-TZVPD basis, the OMol25 dataset).

The calculation puts the gap between HOMO and LUMO at 10.3600 eV. As for the highest occupied orbital energy: -9.1 eV. As for the SMILES: C1=CCCCCC1.[H][H]. The calculation puts the molar mass at 98.19 g/mol. The value obtained for the LUMO energy is 0.045 hartree.

Geometry as XYZ:
```
21
Properties=species:S:1:pos:R:3:forces:R:3:mulliken_charge:R:1
H 0.290319 -2.451298 0.324910 -0.01 0.14 -0.08 0.379
C -1.266941 -1.017438 -0.341508 -0.03 -0.01 -0.03 -0.755
H 1.980734 -2.182246 1.964437 0.03 -0.07 0.08 -0.306
H 0.932000 0.698917 -1.880385 0.03 0.00 0.14 0.292
C 0.156259 -1.445777 -0.072274 0.16 0.08 -0.04 -0.311
H -1.411464 -0.902490 -1.427226 0.02 -0.01 0.13 0.288
H 2.263683 -2.799011 2.268690 0.01 0.03 0.01 0.304
H -1.572406 2.421415 0.240029 0.07 -0.12 -0.06 0.299
H 2.217602 -1.169879 -0.082666 -0.16 0.07 -0.02 0.415
C 0.431956 1.696906 -0.033023 0.00 0.04 0.02 -0.634
H -2.796192 0.365173 0.255366 0.15 -0.01 0.02 0.318
H 2.313668 1.043995 -0.856369 -0.15 -0.06 0.01 0.352
C -1.705353 0.281610 0.347645 -0.03 0.02 0.03 -0.617
C 1.275172 0.694653 -0.833694 0.02 0.01 -0.04 -0.766
H -1.940950 -1.824025 -0.031195 0.10 0.12 -0.05 0.352
H -1.486785 0.214220 1.422027 -0.01 0.00 -0.13 0.319
H 0.723004 2.711815 -0.333609 -0.04 -0.14 0.03 0.323
H 0.679514 1.601268 1.033406 -0.04 0.02 -0.14 0.324
H -1.310532 1.614300 -1.298950 0.04 -0.01 0.14 0.311
C -1.080552 1.556294 -0.223794 -0.02 0.03 -0.02 -0.577
C 1.249768 -0.716312 -0.296867 -0.14 -0.11 0.02 -0.308
```
Forces are in eV/Å.

***

No. 8
# C7H14

An isolated molecule of C7H14 (the ωB97M-V functional and the def2-TZVPD basis, the OMol25 dataset).

The calculation puts the gap between HOMO and LUMO at 10.2576 eV. As for the highest occupied orbital energy: -9.1 eV. As for the SMILES: C/C=C/CCCC. The calculation puts the molar mass at 98.19 g/mol. The value obtained for the LUMO energy is 0.043 hartree.

Geometry as XYZ:
```
21
Properties=species:S:1:pos:R:3:forces:R:3:mulliken_charge:R:1
H -1.115266 -2.037402 2.422416 0.51 -0.50 0.32 0.373
C -0.599909 0.946876 -1.577353 0.27 -1.77 1.47 -0.124
H 2.449449 0.180533 -0.461047 0.17 -0.27 0.36 0.372
C -1.580966 0.295880 -2.516885 0.16 1.16 -0.19 -1.062
H 1.925591 1.802715 -0.162044 0.06 0.03 -0.21 0.285
C 0.875758 0.446092 1.069329 0.16 -0.26 -0.54 -0.777
H 0.095806 1.197270 1.202128 -0.03 0.02 0.34 0.291
H -1.148863 -0.373787 2.625927 0.20 0.20 0.34 0.325
H -1.974794 -0.596305 -2.033545 0.01 -0.15 -0.11 0.224
H 0.233114 -1.205874 3.357785 0.03 -0.28 0.04 0.333
H 1.605491 0.544312 1.877195 -0.07 0.20 0.03 0.399
C 1.562650 0.774317 -0.261618 -0.05 0.51 -0.29 -0.708
H -2.425595 0.963537 -2.701502 -0.03 -0.11 -0.15 0.331
C -0.431219 -1.193361 2.499881 -0.94 0.96 -0.92 -1.319
H 1.162004 0.139657 -2.343934 0.04 0.07 -0.08 0.301
H -0.491792 -1.104844 0.383656 0.04 0.15 -0.31 0.129
H 1.017274 -1.722151 1.027412 0.12 0.20 -0.28 0.306
H -1.106322 0.058331 -3.467564 -0.09 -0.20 -0.03 0.337
H -1.006602 1.193343 -0.594407 -0.36 0.67 -0.34 0.206
C 0.262205 -0.936390 1.146841 -0.05 -0.83 0.92 -0.009
C 0.691987 0.627247 -1.492681 -0.15 0.20 -0.38 -0.214
```
Forces are in eV/Å.